A) {
  "formula": "C3H4N2O",
  "method": "ωB97M-V/def2-TZVPD",
  "homo_energy_ev": [-8.699, -8.700],
  "orbital_gap_ev": [9.18, 9.18],
  "spin_multiplicity": 1,
  "symbols": ["N", "C", "C", "N", "C", "O", "H", "H", "H", "H"],
  "positions_angstrom": [[1.39330, -0.19929, -0.06924], [0.10498, 0.16569, -0.20851], [-0.48804, 1.35880, 0.34298], [-1.17144, 0.62800, 1.09725], [-0.86554, -0.92281, -0.49450], [-0.58292, -2.08714, -0.29635], [1.59677, -1.18766, -0.13332], [2.08705, 0.40557, 0.34013], [-0.25202, 2.42367, 0.34332], [-1.82214, -0.58483, -0.92177]]
}

B) {
  "formula": "C3H4N2O",
  "method": "ωB97M-V/def2-TZVPD",
  "homo_energy_ev": -10.381,
  "smiles": "Cc1ncno1",
  "orbital_gap_ev": 11.21,
  "spin_multiplicity": 1,
  "symbols": ["C", "C", "C", "H", "H", "H", "H", "N", "N", "O"],
  "positions_angstrom": [[1.66509, -0.06642, -0.01415], [0.16559, 0.02726, -0.05806], [-1.89721, 0.47006, -0.06251], [1.93835, -1.16337, -0.60391], [1.94537, -0.12863, 1.21904], [2.16227, 0.85460, -0.48788], [-2.89549, 0.88225, 0.17348], [-0.65828, 1.10597, -0.08746], [-1.89599, -0.85855, 0.01294], [-0.52970, -1.12319, -0.09150]]
}

C) {
  "formula": "C3H4N2O",
  "method": "ωB97M-V/def2-TZVPD",
  "homo_energy_ev": -9.089,
  "orbital_gap_ev": 9.43,
  "spin_multiplicity": 1,
  "symbols": ["C", "C", "O", "N", "C", "N", "H", "H", "H", "H"],
  "positions_angstrom": [[0.77387, 0.19779, -0.52218], [-0.69601, -0.03120, 0.54530], [2.01751, -0.27066, -0.14774], [-1.65655, 0.75612, 0.38503], [-0.06715, -0.78324, -1.11705], [-0.77909, -1.70310, -1.31890], [2.44173, 0.36894, 0.43575], [0.66076, 1.21926, -0.88405], [-2.25055, 0.88494, 1.20387], [-0.44452, -0.63884, 1.41999]]
}

D) {
  "formula": "C3H4N2O",
  "method": "ωB97M-V/def2-TZVPD",
  "homo_energy_ev": -9.009,
  "smiles": "Oc1cn[nH]c1",
  "orbital_gap_ev": 9.82,
  "spin_multiplicity": 1,
  "symbols": ["O", "C", "C", "N", "N", "C", "H", "H", "H", "H"],
  "positions_angstrom": [[-0.33777, -1.29304, 1.59038], [-0.03314, -0.46560, 0.54298], [-0.74949, 0.61041, 0.07119], [-0.01034, 1.12772, -0.93873], [1.14207, 0.47482, -1.14488], [1.13625, -0.50380, -0.24760], [-1.17677, -1.73067, 1.40579], [-1.69409, 1.03296, 0.38019], [-0.24357, 1.94286, -1.48419], [1.96685, -1.19566, -0.17513]]
}

What should be chosen as the least stable of them? Choose C).

A) {
  "formula": "C3H10O3S",
  "method": "ωB97M-V/def2-TZVPD",
  "homo_energy_ev": -9.294,
  "smiles": "O=CCCS.O.O",
  "orbital_gap_ev": 9.92,
  "spin_multiplicity": 1,
  "symbols": ["O", "C", "C", "C", "S", "H", "H", "H", "H", "H", "H", "H", "H", "O", "H", "H", "O"],
  "positions_angstrom": [[1.59353, -0.27601, 2.06424], [0.43632, -0.52599, 1.88338], [-0.25205, -0.46995, 0.55077], [0.71965, -0.26205, -0.60481], [-0.06392, 0.62319, -2.00705], [-0.23409, -0.80618, 2.71960], [-0.83084, -1.39359, 0.40829], [-0.97376, 0.34783, 0.66958], [1.16746, -1.21167, -0.89726], [1.53729, 0.37337, -0.27351], [1.05067, 1.27955, -2.34981], [-0.15579, 2.51443, 3.01106], [0.13148, 2.81262, 1.53333], [-0.51896, 2.41901, 2.12205], [-1.79591, -3.28150, -2.12915], [-1.10348, -1.92442, -2.27690], [-1.48342, -2.52476, -1.62212]]
}

B) {
  "formula": "C3H10O3S",
  "method": "ωB97M-V/def2-TZVPD",
  "homo_energy_ev": -9.634,
  "smiles": "O=CCCS.O.O",
  "orbital_gap_ev": 9.95,
  "spin_multiplicity": 1,
  "symbols": ["O", "C", "C", "C", "S", "H", "H", "H", "H", "H", "H", "H", "H", "O", "H", "H", "O"],
  "positions_angstrom": [[0.79391, -1.21891, 0.49374], [0.74075, -0.02476, 0.29556], [-0.48768, 0.91696, 0.56735], [-1.00338, 1.69388, -0.70721], [-1.92128, 3.20591, -0.14239], [1.60080, 0.50117, 0.02490], [-1.21983, 0.15833, 0.45373], [-0.44178, 1.59240, 1.43694], [-1.51009, 0.84641, -1.24605], [-0.14598, 2.07163, -1.33369], [-3.17932, 2.82471, -0.64968], [-2.23641, -1.67379, 1.19899], [-2.76830, -0.42956, 1.86112], [-2.58437, -1.31676, 1.99682], [4.04972, -2.88520, -1.31562], [5.48346, -3.10908, -1.12505], [4.82978, -3.15333, -1.80944]]
}

What should be chosen as the least stable of them? Choose B).